(1)
{"formula": "C20H28AsF6K2N4O8S2", "method": "ωB97M-V/def2-TZVPD", "elements": ["As", "K", "K", "S", "S", "F", "F", "F", "F", "F", "F", "O", "O", "O", "O", "O", "O", "O", "O", "N", "N", "N", "N", "C", "C", "C", "C", "C", "C", "C", "C", "C", "C", "C", "C", "C", "C", "C", "C", "C", "C", "C", "C", "H", "H", "H", "H", "H", "H", "H", "H", "H", "H", "H", "H", "H", "H", "H", "H", "H", "H", "H", "H", "H", "H", "H", "H", "H", "H", "H", "H"], "xyz": [[0.650, -0.138, -2.271], [-1.831, 3.150, -5.635], [4.093, 1.972, -4.071], [5.421, -3.638, 4.919], [1.577, 7.003, -2.413], [-0.375, -1.537, -2.710], [-0.890, 0.822, -2.220], [0.583, -0.599, -0.579], [1.600, 1.272, -1.766], [2.087, -1.128, -2.452], [0.811, 0.391, -4.022], [0.306, 6.323, -2.473], [1.781, 8.241, -1.234], [5.733, -5.008, 4.416], [2.770, 6.146, -2.422], [4.572, -2.690, 3.815], [4.085, -3.594, 5.912], [6.498, -2.904, 5.526], [1.592, 8.230, -3.591], [-7.483, 0.905, -2.223], [-2.539, -1.207, 2.827], [5.607, 0.051, 0.332], [-2.982, -5.040, -1.154], [3.614, -1.907, 4.399], [-4.636, -1.038, 3.672], [-6.110, 0.882, -2.467], [-6.792, -1.154, -2.592], [-2.598, -1.867, 4.055], [6.145, 1.278, 0.274], [2.208, 9.494, -1.783], [3.318, -2.382, 5.847], [-3.880, -1.658, 4.642], [2.531, 9.237, -3.271], [-3.587, -7.175, -1.065], [-5.644, -0.379, -2.690], [-2.547, -6.328, -1.356], [-4.190, -5.029, -0.522], [-3.807, -0.559, 2.675], [-4.561, -6.402, -0.460], [6.848, 1.301, -0.920], [5.873, -0.694, -0.735], [6.762, 0.042, -1.508], [-7.885, -0.398, -2.325], [-3.584, -8.248, -1.195], [-5.537, 1.793, -2.379], [-6.863, -2.228, -2.670], [2.299, -2.768, 5.880], [5.414, -1.671, -0.760], [-8.089, 1.680, -1.994], [-5.450, -6.797, 0.009], [-8.929, -0.667, -2.250], [6.108, 1.983, 1.090], [-5.683, -0.793, 3.773], [2.252, 10.121, -3.845], [-4.086, -1.918, 5.670], [3.577, -1.711, 6.666], [-2.430, -4.201, -1.263], [-1.734, -2.303, 4.534], [1.467, 10.236, -1.488], [7.289, -0.272, -2.396], [-4.635, -4.108, -0.176], [-4.148, 0.061, 1.859], [-1.644, -6.538, -1.909], [3.575, 8.939, -3.366], [7.427, 2.145, -1.264], [3.188, 9.762, -1.387], [4.073, -0.918, 4.397], [5.030, -0.236, 1.109], [-4.642, -0.711, -2.921], [-1.754, -1.081, 2.204], [2.786, -1.845, 3.692]], "lowdin_charge": [0.86, 0.96, 0.89, 0.77, 0.78, -0.28, -0.31, -0.27, -0.30, -0.27, -0.35, -0.24, -0.21, -0.25, -0.27, -0.22, -0.23, -0.24, -0.23, 0.02, 0.02, 0.00, -0.01, -0.23, -0.15, -0.17, -0.14, -0.13, -0.13, -0.17, -0.13, -0.12, -0.18, -0.13, -0.11, -0.14, -0.11, -0.12, -0.12, -0.14, -0.13, -0.12, -0.14, 0.10, 0.09, 0.10, 0.13, 0.12, 0.15, 0.09, 0.11, 0.11, 0.09, 0.14, 0.09, 0.13, 0.14, 0.09, 0.14, 0.09, 0.10, 0.09, 0.10, 0.13, 0.09, 0.13, 0.12, 0.16, 0.10, 0.13, 0.13], "molar_mass_g_mol": 783.70, "charge": 1, "lumo_ev": -4.197, "gap_ev": 4.6087}

(2)
{"formula": "C20H28AuNO2S", "method": "ωB97M-V/def2-TZVPD", "elements": ["Au", "S", "O", "O", "N", "C", "C", "C", "C", "C", "C", "C", "C", "C", "C", "C", "C", "C", "C", "C", "C", "C", "C", "C", "C", "H", "H", "H", "H", "H", "H", "H", "H", "H", "H", "H", "H", "H", "H", "H", "H", "H", "H", "H", "H", "H", "H", "H", "H", "H", "H", "H", "H"], "xyz": [[0.017, 0.014, 3.197], [0.075, 0.077, 5.516], [0.333, 0.608, 1.183], [0.563, 0.313, -4.645], [-0.001, 0.002, 8.399], [0.340, -0.329, -5.937], [-2.305, -0.724, 3.237], [0.115, 1.043, -6.648], [1.994, -1.218, 2.802], [2.172, -0.828, 4.128], [-0.022, 0.008, 7.206], [1.575, -1.079, -6.395], [0.314, -2.272, 4.007], [0.852, -2.116, 2.716], [-1.997, -0.532, 4.611], [0.563, 1.812, -0.792], [-1.727, 0.922, 4.795], [-0.352, 0.618, -1.049], [-2.239, 0.542, 2.574], [-0.882, -1.224, -5.894], [0.500, 1.954, 0.704], [0.364, 1.631, -5.243], [-1.822, 1.532, 3.504], [-0.052, -0.281, 0.113], [1.124, -1.491, 4.930], [-0.492, 2.149, -4.798], [-1.403, 0.943, -1.014], [-0.713, -2.053, -5.195], [0.804, -0.942, -0.081], [-1.373, 1.393, 5.703], [0.509, -2.615, 1.832], [-1.757, -0.661, -5.553], [-1.103, -1.648, -6.880], [2.597, -0.894, 1.980], [-0.519, -2.857, 4.300], [-1.936, -1.261, 5.382], [-0.369, 2.547, 1.025], [-2.448, 0.716, 1.536], [0.865, 1.295, -7.387], [1.396, 2.365, 1.180], [-0.183, 0.129, -2.007], [-0.896, -0.894, 0.454], [-0.887, 1.190, -7.033], [0.986, -1.381, 5.988], [-2.569, -1.660, 2.789], [0.254, 2.716, -1.309], [1.783, -1.910, -5.710], [2.445, -0.416, -6.403], [2.868, -0.129, 4.528], [1.587, 1.568, -1.110], [1.258, 2.256, -5.153], [-1.645, 2.565, 3.320], [1.442, -1.492, -7.402]], "mulliken_spin": [0.11, 0.55, -0.08, 0.00, 0.22, 0.00, -0.08, 0.00, 0.11, 0.18, -0.06, 0.00, 0.11, 0.10, 0.29, 0.00, 0.22, 0.00, 0.26, 0.00, -0.01, 0.00, -0.05, 0.01, 0.13, 0.00, 0.00, 0.00, 0.00, -0.03, 0.00, 0.00, 0.00, 0.01, 0.00, -0.01, 0.00, 0.01, 0.00, 0.00, 0.00, 0.01, 0.00, -0.02, 0.01, 0.00, 0.00, 0.00, 0.00, 0.00, 0.00, 0.00, 0.00], "molar_mass_g_mol": 543.48, "e_above_lowest_ev": 6.737, "charge": 0, "s_squared": 2.029, "multiplicity": 3, "lumo_ev": [0.403, -1.142], "gap_ev": [5.5754, 5.8018]}

Q: What is the formula in the second record?
A: C20H28AuNO2S